[1]
This record from OMol25 describes a molecular structure, C26H39GeN7O2Sr at a distorted geometry. The level of theory is ωB97M-V with the def2-TZVPD basis set.

The frontier orbital gap is 6.6 eV. The calculation puts the energy relative to the best compared isomer or geometry (same formula, charge and spin) at 0.545 eV. The electronic energy comes out at -3655.59820 hartree. As for the total charge: 0. The calculation puts the LUMO energy at -0.0131 Ha. The max |F| comes out at 0.027 Eh/bohr.

Last column: Mulliken charge in e.
Positions of all 76 atoms, in Å:
Sr1 0.95020 0.45875 0.38655  0.80
N1 3.15365 -1.22814 1.05863  -0.26
C1 2.76847 -0.76572 2.38869  -1.30
C2 1.40650 -1.35251 2.79550  0.03
N2 0.29380 -0.38716 2.85303  0.79
C3 0.55807 0.78364 3.70797  -0.98
C4 0.37268 2.11742 2.98137  -0.83
N3 1.56979 2.42670 2.17601  -0.47
C5 -0.92063 -1.12708 3.23740  -1.06
C6 -2.20023 -0.30998 3.34044  -0.97
N4 -2.46452 0.44137 2.11926  -0.09
H1 3.24651 -2.23541 1.02554  0.26
H2 4.02755 -0.82819 0.73903  0.18
H3 2.73043 0.32248 2.31962  0.77
H4 3.54104 -0.96969 3.13788  0.29
H5 1.50994 -1.88934 3.74943  0.44
H6 1.11665 -2.10036 2.05052  -0.23
H7 1.57957 0.74193 4.09779  0.60
H8 -0.09589 0.78420 4.58088  0.38
H9 0.15037 2.89799 3.71582  0.50
H10 -0.48504 2.03974 2.30687  0.36
H11 2.38031 2.54684 2.77352  0.22
H12 1.46273 3.30376 1.67791  0.18
H13 -0.76663 -1.63132 4.20479  0.33
H14 -1.06933 -1.91347 2.49150  0.33
H15 -2.13805 0.39167 4.17440  0.45
H16 -2.99573 -1.01936 3.60036  0.53
H17 -3.28615 1.02288 2.23957  0.29
H18 -2.69891 -0.20126 1.36797  -0.15
O1 -6.31240 -0.60152 -0.35224  -0.73
C7 -5.52187 -1.54384 -0.19201  0.39
O2 -5.68591 -2.73030 0.13300  -0.73
C8 -4.03536 -1.16490 -0.45076  -1.00
C9 -3.67379 0.12860 -0.79334  -0.80
C10 -2.32956 0.45848 -0.87741  1.08
N5 -1.35538 -0.43313 -0.65290  0.84
C11 -1.70085 -1.69695 -0.39133  0.44
C12 -3.02554 -2.09796 -0.28086  -0.81
C13 -0.58424 -2.67892 -0.24848  0.62
C14 -0.79173 -3.93266 0.32980  -0.65
C15 0.24672 -4.84375 0.34642  -0.83
C16 1.46277 -4.48918 -0.21901  -0.90
C17 1.59345 -3.21000 -0.73148  -0.38
N6 0.60876 -2.31273 -0.72998  0.47
C18 -1.90644 1.85511 -1.17321  -0.64
C19 -2.67834 2.66313 -1.99931  -0.95
C20 -2.25456 3.95239 -2.26675  -0.73
C21 -1.07036 4.39870 -1.70415  -1.01
C22 -0.36201 3.52584 -0.89748  -0.46
N7 -0.76253 2.28523 -0.62584  1.27
H19 -4.46376 0.85663 -0.92299  0.70
H20 -3.32647 -3.11269 -0.05965  0.52
H21 -1.75401 -4.18788 0.74925  0.41
H22 0.10429 -5.82447 0.78140  0.43
H23 2.28984 -5.18441 -0.26311  0.45
H24 2.52695 -2.87700 -1.17046  0.55
H25 -3.58328 2.27155 -2.44097  0.55
H26 -2.83512 4.59464 -2.91568  0.42
H27 -0.69106 5.39263 -1.89443  0.43
H28 0.58580 3.82691 -0.46712  0.28
C23 3.40376 1.92020 -4.55265  -1.28
Ge1 2.34480 0.95129 -3.19290  0.66
C24 2.88284 -0.94146 -3.33230  -1.15
C25 0.46142 1.04264 -3.76944  -1.03
C26 2.53713 1.59679 -1.38046  -1.15
H29 3.24992 1.51899 -5.55665  0.36
H30 4.46785 1.85415 -4.31763  0.36
H31 3.12879 2.97689 -4.56160  0.35
H32 3.08062 -1.22940 -4.36594  0.45
H33 2.08311 -1.57762 -2.95055  0.18
H34 3.78813 -1.12547 -2.74759  0.34
H35 0.34228 0.73145 -4.80882  0.51
H36 0.07911 2.06271 -3.67591  0.21
H37 -0.15779 0.38806 -3.15050  0.10
H38 2.28759 2.66876 -1.42418  0.07
H39 3.60926 1.55413 -1.13003  0.38



[2]
This record from OMol25 describes 13 unconnected molecules or ions with the total composition C26H39N13 at a distorted geometry. The level of theory is ωB97M-V with the def2-TZVPD basis set.

The frontier orbital gap is 11.5 eV. The calculation puts the energy relative to the best compared isomer or geometry (same formula, charge and spin) at 0.000 eV. The electronic energy comes out at -1725.83098 hartree. As for the total charge: 0. The calculation puts the LUMO energy at 0.0188 Ha. The max |F| comes out at 0.079 Eh/bohr.

Last column: Mulliken charge in e.
Positions of all 78 atoms, in Å:
C1 -9.04281 7.22668 17.73053  0.03
C2 -8.81392 8.31470 18.61034  0.47
N1 -8.57915 9.15906 19.33962  -0.66
H1 -10.08717 7.21362 17.45802  0.42
H2 -8.87852 6.31111 18.30660  -0.55
H3 -8.36284 7.24371 16.90222  0.20
C3 -5.04445 2.03781 14.03051  -0.39
C4 -5.09426 0.91720 14.97470  0.39
N2 -5.07872 0.03876 15.73697  -0.47
H4 -5.59619 2.92162 14.33774  -0.12
H5 -5.38073 1.68978 13.01480  0.34
H6 -3.99528 2.34694 13.87477  0.21
C5 -10.77428 5.99813 20.62193  -1.01
C6 -9.38242 5.70148 20.63778  0.24
N3 -8.25718 5.54185 20.61594  -0.11
H7 -11.00943 7.06433 20.87240  0.33
H8 -11.25531 5.25842 21.29841  0.35
H9 -11.15419 5.78202 19.63197  0.28
C7 -10.56151 2.19129 16.76315  -0.67
C8 -10.72779 3.57307 17.18338  0.36
N4 -10.94040 4.62418 17.62258  -0.48
H10 -11.06974 2.03440 15.81908  0.37
H11 -10.91133 1.57231 17.60619  0.28
H12 -9.47699 2.06602 16.63481  0.12
C9 -6.20353 -0.83177 18.56268  -0.50
C10 -6.19679 -0.21348 19.88386  0.45
N5 -6.14405 0.55814 20.77262  -0.51
H13 -7.15076 -0.66129 18.00517  0.23
H14 -6.01982 -1.90678 18.66492  0.35
H15 -5.40722 -0.44580 17.94363  0.03
C11 -2.82788 5.35964 16.64537  -0.01
C12 -2.89971 4.99741 15.19734  0.30
N6 -2.83880 4.74648 14.07027  -0.54
H16 -2.17813 6.23855 16.85050  0.38
H17 -2.45135 4.52203 17.21343  0.09
H18 -3.84897 5.58777 16.94587  -0.23
C13 -8.12274 2.39658 22.56523  -0.84
C14 -8.75802 2.04734 21.25572  0.43
N7 -9.32250 1.88163 20.26824  -0.40
H19 -8.12123 3.48067 22.75589  0.20
H20 -7.05156 2.17418 22.50817  0.24
H21 -8.52133 1.80590 23.37842  0.39
C15 -2.48566 2.75645 21.13653  -0.42
C16 -2.50090 4.16982 20.65277  0.35
N8 -2.45275 5.20220 20.15716  -0.50
H22 -1.42204 2.43231 21.14706  0.30
H23 -3.11963 2.28503 20.35929  -0.02
H24 -2.87533 2.61185 22.12477  0.31
C17 -5.57748 9.00015 19.69512  -0.82
C18 -5.61210 8.17629 18.46982  0.41
N9 -5.91356 7.51233 17.59394  -0.22
H25 -4.88652 9.83029 19.58791  0.36
H26 -5.26655 8.41667 20.56106  0.03
H27 -6.59588 9.30199 19.88491  0.31
C19 -5.54920 6.97063 14.41232  -1.00
C20 -6.43973 5.92188 14.66064  0.69
N10 -7.15184 5.01434 14.83101  -0.55
H28 -4.96496 6.62807 13.49405  0.38
H29 -4.82874 7.21076 15.23687  0.13
H30 -6.05772 7.91296 14.13079  0.35
C21 -6.72845 3.86053 18.12716  0.83
C22 -5.49155 3.11841 18.27035  -0.35
N11 -4.52535 2.49396 18.28548  -0.02
H31 -6.50858 4.92178 18.21729  -0.43
H32 -7.46161 3.60150 18.90626  -0.22
H33 -7.15948 3.53326 17.19701  0.12
C23 -5.50284 5.67519 21.99412  0.07
C24 -5.11268 4.71785 23.01044  0.10
N12 -4.79842 3.96209 23.85064  -0.57
H34 -5.01304 6.63964 22.26887  0.30
H35 -6.56467 5.76457 21.95686  0.10
H36 -5.18602 5.29902 20.99549  0.02
C25 -1.51649 0.96446 16.92100  -0.26
C26 -1.67264 0.06813 18.08517  0.27
N13 -1.87202 -0.53861 19.03959  -0.48
H37 -2.15659 1.87631 17.15317  -0.15
H38 -1.80547 0.44790 15.96238  0.24
H39 -0.48195 1.26206 16.89237  0.38



[3]
This record from OMol25 describes a molecular structure, C26H40BrIN2O2RhSi at a distorted geometry. The level of theory is ωB97M-V with the def2-TZVPD basis set.

The frontier orbital gap (alpha / beta) is 7.6 / 5.7 eV. Its spin multiplicity is 5. The electronic energy comes out at -4546.09347 hartree. As for the total charge: +1. The calculation puts the LUMO energy (alpha / beta) at -0.1072 / -0.1841 Ha. The max |F| comes out at 0.045 Eh/bohr.

Last column: Mulliken charge in e.
Positions of all 74 atoms, in Å:
Rh1 0.30542 1.63865 0.47855  -0.74
I1 3.07922 1.84455 0.41295  0.24
C1 2.82322 3.92195 -0.01435  0.49
C2 3.95102 4.70465 -0.02595  -0.63
C3 3.84652 6.06075 -0.34405  -0.68
C4 2.61882 6.60065 -0.62925  -0.80
C5 1.44852 5.81815 -0.57535  0.77
C6 0.17742 6.39315 -0.77665  -0.74
C7 -0.96508 5.63775 -0.69915  -1.08
C8 -0.88258 4.26445 -0.45335  -0.31
C9 0.34222 3.65475 -0.23565  0.17
C10 1.53342 4.42555 -0.26575  0.98
H1 4.91462 4.27475 0.19515  0.40
H2 4.73602 6.66975 -0.36785  0.40
H3 2.52442 7.63895 -0.90585  0.41
H4 0.11272 7.45085 -0.98295  0.40
H5 -1.92768 6.10755 -0.83585  0.42
H6 -1.80148 3.69325 -0.46025  0.46
C11 -4.14468 1.82975 1.93915  -1.68
C12 -2.67908 1.80555 1.67965  0.71
N1 -2.15238 1.45685 0.54725  0.52
O1 -3.01358 1.07645 -0.46355  -0.56
C13 -1.72208 2.16585 2.69115  0.03
C14 -2.10308 2.71575 4.02285  -1.64
N2 -0.48368 1.90385 2.37325  0.62
O2 0.58392 2.18835 2.98335  -0.49
H7 -4.65768 1.20945 1.20635  0.45
H8 -4.53028 2.84625 1.85875  0.34
H9 -4.35578 1.47935 2.94575  0.40
H10 -2.44998 0.80355 -1.20405  0.29
H11 -2.81938 3.52645 3.91815  0.38
H12 -1.20518 3.06415 4.52825  0.45
H13 -2.56188 1.93655 4.63265  0.34
C15 2.35962 -4.53905 -0.90105  -1.57
C16 2.14152 -3.04635 -1.17645  2.15
C17 2.45112 -2.77775 -2.65365  -1.93
C18 3.17152 -2.25935 -0.35505  -1.76
Si1 0.29062 -2.57375 -0.74615  -0.26
Br1 0.23652 -0.16905 -1.32705  -0.16
C19 -1.10828 -3.19815 -1.97815  2.14
C20 -2.48998 -2.64415 -1.60125  -1.96
C21 -0.82538 -2.76515 -3.42275  -1.80
C22 -1.20278 -4.72805 -1.96155  -1.66
C23 -0.18308 -2.49455 1.15265  2.35
C24 0.91482 -1.82965 1.99065  -1.78
C25 -1.45168 -1.68185 1.42525  -1.76
C26 -0.40938 -3.92055 1.66575  -1.58
H14 3.38842 -4.80515 -1.13605  0.49
H15 1.70472 -5.15655 -1.50915  0.28
H16 2.18532 -4.78145 0.14405  0.35
H17 3.50712 -2.96445 -2.83765  0.60
H18 2.24112 -1.74745 -2.92785  0.36
H19 1.88992 -3.43735 -3.30545  0.34
H20 4.16362 -2.44035 -0.76285  0.61
H21 3.19672 -2.58085 0.67955  0.33
H22 2.99802 -1.18505 -0.38495  0.05
H23 -2.46778 -1.57145 -1.43015  0.21
H24 -2.88988 -3.14185 -0.72245  0.36
H25 -3.18318 -2.83135 -2.41905  0.66
H26 -0.66268 -1.69445 -3.50405  0.32
H27 -1.68028 -3.02325 -4.04375  0.59
H28 0.03522 -3.27995 -3.83245  0.34
H29 -1.39838 -5.11185 -0.96405  0.29
H30 -0.29098 -5.18575 -2.33375  0.37
H31 -2.02118 -5.04035 -2.60825  0.48
H32 1.15052 -0.82205 1.62445  0.09
H33 1.82592 -2.41505 2.01365  0.35
H34 0.57192 -1.72895 3.01905  0.59
H35 -1.30918 -0.64155 1.13215  0.19
H36 -1.65228 -1.69065 2.49565  0.62
H37 -2.32728 -2.07455 0.92455  0.26
H38 0.46412 -4.54605 1.50775  0.27
H39 -1.25538 -4.38135 1.16345  0.39
H40 -0.62168 -3.90145 2.73305  0.47